{
  "formula": "C43H73F8N2O14S",
  "method": "ωB97M-V with the def2-TZVPD basis set",
  "species": ["H", "H", "C", "H", "H", "H", "H", "H", "H", "C", "O", "H", "C", "H", "H", "C", "H", "H", "F", "C", "C", "H", "H", "C", "C", "H", "H", "N", "H", "H", "H", "O", "H", "H", "O", "H", "H", "H", "C", "N", "C", "H", "C", "H", "C", "H", "C", "O", "H", "F", "C", "C", "H", "H", "O", "C", "O", "H", "C", "F", "H", "H", "H", "C", "H", "H", "S", "O", "C", "H", "C", "H", "C", "F", "C", "C", "C", "C", "O", "C", "H", "O", "O", "H", "H", "C", "H", "H", "H", "H", "C", "H", "H", "H", "H", "H", "H", "O", "H", "H", "H", "H", "C", "C", "H", "O", "F", "H", "H", "C", "C", "C", "H", "O", "H", "C", "C", "H", "H", "H", "H", "C", "H", "F", "F", "H", "H", "C", "C", "F", "C", "H", "C", "H", "H", "C", "C", "H", "H", "C", "O"],
  "positions_angstrom": [[3.967, -1.208, -5.643], [-1.658, 4.492, 1.226], [5.684, 6.165, -0.315], [-5.043, -1.594, 2.281], [6.333, -1.355, -4.686], [1.587, 0.777, 2.867], [-0.690, 1.875, 4.888], [-8.588, 2.964, -2.298], [1.805, 1.363, 1.246], [-1.726, 0.454, -0.123], [-1.552, 1.227, 7.431], [-3.574, -0.456, -0.537], [-3.382, -0.679, 1.556], [-3.826, 0.234, -6.549], [5.411, -8.681, 1.797], [1.305, 0.467, -1.289], [-3.801, 4.603, 0.412], [-5.053, -1.917, -4.728], [0.849, -6.114, 3.970], [4.637, 3.154, 0.210], [-0.299, 0.841, 1.871], [-3.081, -1.711, 1.383], [4.900, 2.133, -5.384], [-3.264, 2.523, 0.322], [1.226, 0.662, 1.842], [-8.820, 3.093, 0.125], [-4.452, 3.491, -1.954], [-4.825, -0.712, 1.836], [-0.058, 1.818, -2.228], [6.466, -7.284, 1.916], [6.511, 6.875, -0.333], [-2.303, 3.530, 7.485], [-6.566, 4.378, 2.367], [5.089, 0.469, -5.886], [1.566, 2.810, -1.690], [-7.590, -0.476, -6.431], [0.722, -0.363, -0.897], [5.734, -2.461, -3.463], [-6.802, 0.086, -4.535], [-0.996, 1.485, 0.697], [-0.154, 2.386, -0.149], [-1.194, -0.492, -0.132], [4.247, 0.784, -3.887], [3.444, -2.324, -4.405], [-7.837, 3.202, -0.319], [2.334, 2.690, -1.112], [0.617, 1.825, -1.370], [3.920, -0.503, -3.679], [-8.428, -1.175, -5.036], [3.319, -4.685, 2.345], [6.897, -9.692, -0.727], [5.562, 2.911, -0.958], [5.902, -6.612, -0.405], [2.230, 0.558, -0.720], [-4.000, 1.309, 0.315], [-6.914, 3.414, 1.998], [3.856, 1.616, -3.111], [0.488, 2.302, 7.773], [-2.106, 2.344, 1.313], [-0.361, -3.826, 3.829], [-0.558, 1.323, 2.806], [5.890, 5.707, 1.767], [-2.837, -0.279, 2.419], [-1.582, 3.665, 1.926], [5.068, 3.281, -1.854], [2.599, -1.817, 2.787], [-1.414, 2.565, 6.956], [7.860, -10.190, -1.235], [1.559, -1.584, 2.552], [4.778, -9.995, -0.243], [-7.454, -0.925, -5.449], [-2.890, 2.758, -0.681], [-4.615, -0.937, -4.927], [1.741, -3.610, 4.247], [4.175, -1.548, -4.627], [2.475, -5.748, 2.317], [-3.173, 0.150, 0.279], [-7.730, 3.128, -1.663], [1.535, -0.685, 1.468], [-6.498, 3.248, -2.262], [-5.178, -0.782, -7.014], [4.745, 4.279, 0.918], [-5.455, 0.105, -4.429], [4.751, 6.717, -0.192], [4.844, -7.991, -0.599], [0.900, -2.875, 2.088], [-6.413, 3.171, -3.331], [0.572, 2.905, 0.468], [-5.097, 0.044, 2.447], [-4.484, 3.624, 1.756], [-4.284, -0.743, -6.392], [5.724, -2.942, -5.168], [6.546, 3.366, -0.862], [-0.783, 3.173, -0.552], [6.192, 1.151, -4.672], [-6.902, -1.857, -5.550], [5.615, -11.366, -0.935], [6.890, -8.360, -0.501], [5.638, 5.665, -1.283], [-2.574, 5.072, 3.192], [5.714, 1.839, -1.055], [5.944, -10.904, 0.744], [-6.751, 3.374, 0.493], [-4.235, 3.645, 0.702], [0.987, -1.256, 3.422], [3.738, 2.385, 0.474], [-0.394, -2.606, 1.757], [-1.779, 0.761, -1.164], [-2.454, 1.954, 4.961], [-5.522, 3.483, -0.104], [5.737, -7.638, -0.076], [5.164, 1.139, -5.033], [-0.380, 4.047, 4.240], [0.100, 2.973, 7.190], [-0.716, -0.157, 1.960], [-1.424, 3.872, 4.497], [-2.320, 4.015, 3.254], [6.796, 4.622, 0.743], [4.725, -7.060, 1.730], [-2.537, 1.842, 2.173], [-3.593, -1.514, -6.735], [-1.537, 2.496, 5.179], [-0.534, 3.571, 2.206], [3.024, -6.725, 3.046], [0.102, -5.752, 1.982], [-1.692, 4.633, 5.228], [-6.371, 2.582, 2.444], [1.059, -5.385, 2.848], [5.568, -7.667, 1.429], [1.479, -3.379, 0.986], [0.868, -3.908, 3.269], [-7.972, 3.326, 2.225], [5.728, -10.526, -0.255], [2.371, -6.081, 1.281], [-3.701, -0.881, -4.336], [-5.418, 3.423, -1.465], [5.573, -2.109, -4.482], [1.623, 0.190, -2.291], [-3.229, 3.432, 3.378], [5.861, 5.176, 0.817], [-7.444, 0.916, -3.956]],
  "atomic_forces_ev_per_a": [[0.0439, 0.0719, 0.0267], [0.0472, -0.0266, -0.1264], [-0.1444, -0.1011, -0.1380], [-0.2077, 0.1387, 0.1384], [-0.0118, -0.0179, -0.0875], [-0.0657, 0.3481, 0.0666], [-0.0904, -0.2682, 0.0508], [-0.1785, -0.0298, 0.1116], [-0.1206, -0.1233, -0.2012], [-0.5538, -0.8246, -0.7230], [0.2836, -0.6524, 0.0227], [0.1048, -0.1172, -0.0678], [-0.8512, 0.3160, 0.0979], [0.0520, -0.0241, 0.0418], [-0.0886, 0.0122, -0.0211], [0.2314, -0.0147, -0.0458], [0.1598, 0.0837, 0.3468], [-0.0520, 0.0270, -0.0351], [0.0053, 0.1709, -0.0143], [0.3045, 0.1820, -0.4007], [0.9003, -0.5090, 0.1772], [0.3789, 0.0618, -0.0431], [0.0755, 0.0663, 0.1652], [-0.0787, -0.0711, 0.5145], [-0.1523, -0.8136, 0.4648], [-0.0081, 0.0363, 0.1065], [0.1623, 0.0973, 0.1139], [0.4792, -0.4123, -0.1125], [-0.1707, -0.0291, 0.0621], [-0.0105, 0.0629, -0.0411], [-0.0004, -0.0088, 0.0334], [0.0276, 1.0533, -0.1672], [0.0960, -0.1027, 0.3408], [0.1315, -0.0915, 0.0830], [-0.1439, 0.4463, 0.0871], [0.0121, 0.0057, -0.0049], [-0.0686, 0.1357, 0.1178], [-0.0539, -0.0580, -0.0156], [-0.2304, -0.0958, -0.3402], [-1.1011, 0.1525, 0.7217], [0.7657, 0.1792, -0.5278], [0.2998, 0.0792, 0.2304], [0.3594, 0.0545, -0.1509], [-0.0633, 0.1041, 0.1130], [-1.5320, -0.1865, 0.8039], [0.0735, -0.1134, -0.1219], [0.0890, -0.4703, -0.2401], [-0.3596, 0.0090, 0.1603], [-0.0591, 0.1875, -0.0509], [-0.1228, 0.0544, 0.1971], [-0.1006, -0.2719, 0.2223], [0.3448, -0.1568, 0.3842], [0.1216, -0.0429, -0.0616], [-0.0668, -0.1098, 0.1309], [0.5414, 0.1590, 0.0030], [-0.1426, 0.1129, -0.8200], [-0.0268, -0.1547, 0.0179], [0.0357, -0.0220, 0.0234], [-0.3285, 1.7333, 0.2592], [0.0365, 0.0006, 0.0076], [-0.2280, 0.6326, -0.2736], [-0.1411, -0.1097, 0.0545], [0.2544, -0.0730, -0.0901], [-0.1469, -0.4649, 0.4055], [0.0116, -0.0637, -0.0549], [-0.0483, 0.1069, 0.4014], [-0.7706, -1.2392, 0.1548], [0.0464, 0.1282, -0.0393], [0.2796, -0.4910, -0.9369], [0.0449, 0.0385, 0.1638], [0.0093, -0.3771, 0.2897], [0.1235, -0.1080, -0.0722], [0.0837, -0.1189, -0.2216], [0.3023, 0.0958, -0.2711], [0.2022, -0.2084, -0.1540], [-0.1481, -0.0602, -0.9050], [-0.2301, -0.0479, 0.2819], [-0.4116, -0.0870, -1.5644], [-0.0226, 0.4688, -0.1209], [-0.6404, -0.0814, -0.7122], [0.0028, -0.0831, 0.0069], [-0.2025, -0.2419, 0.3471], [0.1148, 0.1355, 0.3424], [0.0389, 0.0389, 0.0647], [0.0170, -0.0696, 0.0298], [-0.1270, 0.5174, 0.8120], [0.0989, -0.0034, -0.1152], [0.0039, -0.2047, 0.3094], [-0.1413, -0.0008, -0.0656], [0.2045, 0.1004, 0.1079], [-0.0969, 0.0790, -0.0743], [-0.0207, -0.0014, 0.0032], [-0.1172, 0.1925, 0.0235], [-0.2851, -0.0646, 0.0790], [0.0061, -0.0250, 0.0006], [0.0686, 0.0808, -0.1375], [0.1731, -0.0727, 0.0772], [0.1767, 0.2147, -0.2369], [0.0862, -0.0018, 0.0044], [-0.3802, -0.0607, -0.0107], [-0.2410, -0.0102, -0.1005], [0.0023, 0.0112, 0.0103], [0.2591, 0.0253, 1.2038], [-0.5566, -0.3707, -0.6712], [0.1838, 0.1701, 0.1182], [-0.2668, 0.1090, 0.0408], [-0.0684, -0.0035, -0.2398], [0.2882, 0.4465, 0.0423], [-0.1811, 0.1065, 0.1978], [1.2179, 0.1954, 0.8207], [-0.1397, 0.0177, 0.1831], [-0.3328, 0.0405, -0.3357], [0.0467, 0.1148, -0.0110], [0.0552, 0.4335, -0.2268], [-0.0730, -0.0900, -0.0593], [-0.4405, -0.3569, 0.2601], [0.8725, 0.5701, -0.2554], [-0.0610, -0.0742, -0.0643], [-0.0260, 0.0748, 0.0060], [0.1653, -0.7629, -0.1974], [0.0013, 0.0007, 0.0168], [0.9729, 0.5393, -0.1543], [0.1533, -0.0324, -0.2562], [-0.2009, -0.0206, 0.2729], [0.1599, 0.2960, -0.4751], [-0.1303, 0.0505, -0.0183], [0.0081, 0.0991, 0.2937], [0.3758, -0.4179, 1.3675], [0.2928, -0.2622, -0.0847], [0.1209, -0.1831, -0.0341], [-0.8736, -0.3404, -0.3730], [-0.0337, -0.0695, 0.2440], [-0.2934, 0.0860, -0.3390], [0.0940, 0.0019, -0.0043], [-0.0657, 0.1039, 0.0753], [1.2147, 0.1694, -0.8629], [0.1024, 0.1345, 0.0805], [-0.0116, 0.0785, -0.1302], [-0.1447, 0.1090, 0.0357], [0.2620, 0.3207, -0.1617], [0.1234, -0.0022, -0.0026]],
  "lowdin_charge": [0.1152, 0.1212, -0.0582, 0.0749, 0.0695, 0.1356, 0.0868, 0.1118, 0.0952, -0.0309, -0.2811, 0.1625, -0.2050, 0.0839, 0.0774, -0.0139, 0.1383, 0.1132, 0.1451, -0.4978, -0.0363, 0.1227, 0.0946, -0.2629, -0.1243, 0.1180, 0.1179, 0.0307, 0.1436, 0.0927, 0.0868, -0.2404, 0.0868, 0.0737, -0.0168, 0.0987, 0.0702, 0.0842, -0.5099, -0.1042, -0.0500, 0.1337, -0.5072, 0.1229, -0.0506, 0.0584, -0.3865, -0.0055, 0.0936, 0.0902, -0.5257, 0.0210, 0.1212, 0.0799, -0.0402, -0.0256, 0.0883, 0.1055, -0.1796, 0.1489, 0.1099, 0.1251, 0.1019, -0.1129, 0.0890, 0.1558, 0.5649, 0.1176, -0.0869, 0.0669, 0.0168, 0.1434, -0.2441, 0.1572, -0.2295, -0.2894, -0.2694, -0.0766, -0.1228, -0.0767, 0.0699, 0.0165, -0.0058, 0.0855, 0.1115, -0.4046, 0.1023, 0.1328, 0.0661, 0.0899, -0.0629, 0.0862, 0.0787, 0.1383, 0.0990, 0.0704, 0.0916, -0.0024, 0.0704, 0.1224, 0.0945, 0.0968, -0.2284, -0.0475, 0.1515, 0.0676, 0.1056, 0.1438, 0.1108, -0.1901, -0.2408, 0.0240, 0.1156, -0.1392, 0.1152, -0.1946, -0.1601, 0.1163, 0.0403, 0.1394, 0.0826, -0.2299, 0.1062, 0.1077, 0.1590, 0.1117, 0.0737, -0.3706, -0.0497, 0.1485, -0.3590, 0.0778, 0.0111, 0.1721, 0.1150, -0.0515, -0.0600, 0.0815, 0.1040, -0.2214, 0.1121],
  "energy_ha": -4041.9799,
  "charge": 1,
  "orbital_gap_ev": 8.6,
  "e_above_lowest_kcal_mol": 0.0,
  "spin_multiplicity": 1,
  "homo_ev": -10.435
}